(1)
Entry from OMol25: a structure of composition C33H40O3P2V (the ωB97M-V functional and the def2-TZVPD basis).

Output
Frontier orbital gap (alpha / beta) ... 9.11 / 9.20 eV
E_HOMO (alpha / beta) ... -14.13 / -14.04 eV
E_LUMO (alpha / beta) ... -5.02 / -4.84 eV
2S+1 ... 4
Net charge ... +2

The geometry in XYZ format:
```
79
Properties=species:S:1:pos:R:3:mulliken_spin:R:1
V 0.580 -0.401 0.770 2.74
C -1.114 -3.073 1.665 0.03
O -0.499 -1.816 2.013 -0.04
C -0.140 -1.751 3.407 0.00
C 0.104 -0.300 3.744 0.05
O 0.971 0.275 2.752 -0.05
C 2.358 0.447 3.085 0.00
C 2.999 1.012 1.846 0.04
O 2.653 0.147 0.735 -0.02
C 3.752 -0.169 -0.146 0.03
H -2.054 -3.174 2.208 0.01
H -0.445 -3.897 1.913 0.00
H -1.294 -3.067 0.595 -0.01
H 0.742 -2.374 3.577 -0.01
H -0.965 -2.137 4.010 0.00
H 0.547 -0.201 4.735 0.00
H -0.824 0.271 3.708 -0.01
H 2.793 -0.518 3.360 -0.01
H 2.455 1.146 3.917 0.00
H 4.082 1.056 1.958 0.00
H 2.612 2.009 1.623 -0.01
H 4.169 0.751 -0.557 0.01
H 3.355 -0.781 -0.950 -0.02
H 4.513 -0.716 0.410 0.00
C -2.226 0.515 -2.052 0.01
C -1.825 -0.933 -1.707 0.00
P -0.020 -1.256 -1.528 0.20
C 0.166 -3.060 -1.619 -0.06
C -0.720 -3.908 -2.284 0.00
C -0.494 -5.277 -2.309 0.00
C 0.621 -5.814 -1.681 0.00
C 1.515 -4.980 -1.022 0.01
C 1.281 -3.615 -0.991 0.01
C 0.751 -0.598 -3.027 -0.10
C 0.454 -1.129 -4.282 -0.01
C 1.039 -0.592 -5.417 0.00
C 1.926 0.472 -5.307 0.00
C 2.233 1.001 -4.063 0.01
C 1.646 0.465 -2.925 0.07
C -1.379 1.652 -1.465 0.00
P -1.004 1.461 0.310 0.07
C -2.583 1.629 1.158 -0.04
C -3.168 0.512 1.751 0.01
C -4.417 0.611 2.349 0.00
C -5.080 1.828 2.360 0.00
C -4.502 2.948 1.772 0.00
C -3.259 2.851 1.170 -0.01
C 0.000 2.908 0.763 -0.02
C -0.036 3.399 2.067 0.01
C 0.837 4.402 2.463 0.00
C 1.762 4.919 1.564 0.00
C 1.805 4.436 0.264 0.00
C 0.931 3.433 -0.137 -0.03
H -3.266 0.645 -1.745 0.00
H -2.209 0.635 -3.136 0.00
H -2.251 -1.589 -2.465 0.00
H -2.275 -1.237 -0.755 0.00
H -1.595 -3.514 -2.782 0.00
H -1.189 -5.926 -2.826 0.00
H 0.797 -6.880 -1.709 0.00
H 2.390 -5.394 -0.539 0.00
H 1.992 -2.972 -0.479 0.00
H -0.221 -1.972 -4.376 0.00
H 0.807 -1.006 -6.389 0.00
H 2.383 0.886 -6.196 0.00
H 2.928 1.826 -3.981 0.00
H 1.877 0.883 -1.949 0.06
H -1.884 2.607 -1.619 0.00
H -0.422 1.706 -1.987 0.00
H -2.645 -0.439 1.741 0.05
H -4.873 -0.259 2.804 0.00
H -6.053 1.908 2.827 0.00
H -5.022 3.896 1.782 0.00
H -2.811 3.727 0.716 0.00
H -0.764 3.015 2.773 0.00
H 0.785 4.792 3.471 0.00
H 2.435 5.707 1.873 0.00
H 2.508 4.851 -0.446 0.00
H 0.971 3.083 -1.160 0.00
```

(2)
Entry from OMol25: a structure of composition C33H41As2N6OV at a distorted geometry (the ωB97M-V functional and the def2-TZVPD basis).

Output
Frontier orbital gap (alpha / beta) ... 8.63 / 9.00 eV
E_HOMO (alpha / beta) ... -13.39 / -13.52 eV
E_LUMO (alpha / beta) ... -4.76 / -4.53 eV
2S+1 ... 3
Net charge ... +2

The geometry in XYZ format:
```
84
Properties=species:S:1:pos:R:3:mulliken_spin:R:1
V 0.299 -0.322 0.075 2.00
C -4.998 -1.980 -0.539 0.00
N -3.613 -2.304 -0.180 0.01
C -3.304 -3.585 0.455 0.00
C -2.605 -1.436 -0.361 0.04
N -1.357 -1.677 -0.082 -0.06
N -2.963 -0.194 -0.884 0.01
C -2.113 0.607 -1.625 0.03
N -2.728 1.596 -2.301 0.00
N -0.836 0.402 -1.620 0.07
H -5.620 -2.844 -0.331 0.00
H -5.097 -1.765 -1.604 0.00
H -5.395 -1.150 0.050 0.00
H -4.216 -4.168 0.519 0.00
H -2.916 -3.442 1.467 0.00
H -2.579 -4.151 -0.133 0.00
H -1.257 -2.633 0.232 0.01
H -3.945 -0.002 -0.967 0.00
H -3.725 1.626 -2.427 0.00
H -2.182 2.240 -2.847 0.00
H -0.353 1.047 -2.234 0.01
N -1.309 1.341 3.475 0.01
C -0.801 1.090 2.279 0.00
O -0.399 -0.062 1.990 -0.03
C -0.710 2.171 1.244 0.06
C 0.463 1.856 0.298 -0.13
H -1.363 0.606 4.163 0.00
H -1.607 2.267 3.727 0.00
H -0.629 3.145 1.732 0.00
H -1.670 2.173 0.717 -0.01
H 1.349 2.318 0.720 0.01
H 0.325 2.353 -0.661 0.00
C 3.959 -1.361 0.781 0.00
C 3.321 -2.665 0.316 -0.01
As 1.379 -2.606 0.523 -0.02
C 1.032 -3.081 2.363 0.00
C 1.699 -2.395 3.378 -0.01
C 1.417 -2.673 4.707 0.00
C 0.450 -3.617 5.031 0.00
C -0.234 -4.283 4.024 0.00
C 0.054 -4.015 2.690 0.00
C 0.835 -4.141 -0.501 -0.01
C 0.205 -3.935 -1.728 0.03
C -0.081 -5.017 -2.552 0.00
C 0.266 -6.301 -2.151 0.00
C 0.904 -6.504 -0.933 0.00
C 1.195 -5.428 -0.109 0.00
As 2.713 0.149 0.555 -0.07
C 3.518 1.419 1.740 0.02
C 4.828 1.836 1.534 0.00
C 5.434 2.674 2.458 0.00
C 4.743 3.079 3.593 0.00
C 3.441 2.646 3.809 0.00
C 2.826 1.818 2.881 0.00
C 3.044 0.715 -1.266 -0.03
C 2.549 -0.120 -2.272 0.02
C 2.667 0.237 -3.610 0.00
C 3.284 1.435 -3.947 0.00
C 3.771 2.271 -2.950 0.00
C 3.648 1.919 -1.610 0.02
H 4.867 -1.133 0.233 0.00
H 4.211 -1.391 1.837 0.00
H 3.700 -3.529 0.852 0.00
H 3.483 -2.837 -0.745 0.00
H 2.443 -1.646 3.145 0.00
H 1.955 -2.156 5.492 0.00
H 0.234 -3.836 6.070 0.00
H -0.984 -5.022 4.276 0.00
H -0.469 -4.554 1.913 0.00
H -0.072 -2.936 -2.040 0.02
H -0.568 -4.859 -3.506 0.00
H 0.047 -7.145 -2.793 0.00
H 1.182 -7.505 -0.628 0.00
H 1.702 -5.594 0.832 0.00
H 5.380 1.518 0.659 0.00
H 6.451 3.007 2.294 0.00
H 5.223 3.730 4.312 0.00
H 2.909 2.952 4.701 0.00
H 1.818 1.471 3.056 0.00
H 2.095 -1.075 -2.031 0.02
H 2.296 -0.422 -4.384 0.00
H 3.392 1.713 -4.988 0.00
H 4.253 3.205 -3.215 0.00
H 4.015 2.588 -0.844 0.00
```

(3)
Entry from OMol25: a structure of composition C33H41N7PtS2Te (the ωB97M-V functional and the def2-TZVPD basis).

Output
Energy relative to the best compared isomer or geometry (same formula, charge and spin) ... 0.0 kcal per mole
Frontier orbital gap ... 7.24 eV
E_HOMO ... -6.66 eV
E_LUMO ... 0.59 eV
2S+1 ... 1

The geometry in XYZ format:
```
85
Properties=species:S:1:pos:R:3:lowdin_charge:R:1
Pt 1.206 -1.205 -0.788 0.79
C -0.383 -6.787 2.810 -0.06
C -0.016 -5.371 2.460 -0.28
C 1.023 -4.707 3.112 -0.04
C 1.419 -3.439 2.737 -0.01
C 0.776 -2.741 1.704 -0.25
N 1.216 -1.522 1.237 -0.11
C 1.750 -0.573 2.084 -0.25
C 1.209 -0.318 3.354 -0.02
C 1.687 0.697 4.158 -0.05
C 2.701 1.550 3.724 -0.29
C 3.146 2.725 4.549 -0.05
C 3.245 1.309 2.474 0.00
C 2.822 0.241 1.691 -0.14
N 3.594 -0.058 0.527 -0.05
C 4.922 0.147 0.407 -0.05
C 5.305 -0.235 -0.854 -0.03
C 4.135 -0.694 -1.459 -0.16
N 3.110 -0.576 -0.623 -0.16
C -0.316 -3.388 1.108 -0.13
C -0.671 -4.688 1.449 0.01
N -1.153 -2.696 0.180 -0.05
C -2.492 -2.819 0.084 -0.04
C -2.922 -2.024 -0.952 -0.03
C -1.762 -1.429 -1.450 -0.17
N -0.704 -1.842 -0.765 -0.14
H -0.272 -6.969 3.879 0.08
H 0.259 -7.500 2.288 0.08
H -1.414 -7.010 2.535 0.07
H 1.556 -5.210 3.911 0.11
H 2.257 -2.964 3.232 0.12
H 0.391 -0.941 3.693 0.12
H 1.239 0.856 5.132 0.11
H 2.951 2.557 5.608 0.08
H 2.614 3.633 4.254 0.07
H 4.212 2.918 4.428 0.08
H 4.016 1.966 2.091 0.12
H 5.492 0.526 1.236 0.13
H 6.294 -0.209 -1.273 0.10
H 3.969 -1.103 -2.440 0.05
H -1.479 -5.169 0.910 0.12
H -3.030 -3.446 0.772 0.13
H -3.930 -1.889 -1.299 0.10
H -1.619 -0.732 -2.258 0.07
C 0.039 3.261 2.241 -0.10
C -1.440 2.891 2.213 -0.24
C -2.097 2.993 0.836 -0.19
C -1.852 1.813 -0.101 -0.18
N -0.471 1.658 -0.544 0.00
C 0.214 2.510 -1.331 -0.91
S 1.863 2.719 -1.172 0.60
N -0.510 3.220 -2.261 0.00
C -1.345 2.520 -3.251 -0.21
C -2.314 3.452 -3.962 -0.20
C -3.440 4.029 -3.100 -0.26
C -3.041 5.242 -2.265 -0.11
H 0.401 3.306 3.269 0.06
H 0.201 4.239 1.782 0.08
H 0.670 2.551 1.706 0.04
H -1.976 3.559 2.893 0.10
H -1.581 1.879 2.609 0.11
H -1.774 3.914 0.342 0.10
H -3.182 3.072 0.959 0.11
H -2.512 1.903 -0.962 0.09
H -2.118 0.878 0.399 0.12
H 0.132 1.109 0.053 0.07
H 0.110 3.879 -2.713 0.10
H -1.891 1.719 -2.756 0.09
H -0.692 2.035 -3.985 0.09
H -2.747 2.878 -4.785 0.11
H -1.754 4.271 -4.428 0.11
H -3.835 3.240 -2.451 0.10
H -4.266 4.315 -3.757 0.10
H -2.236 5.003 -1.572 0.04
H -3.889 5.619 -1.691 0.07
H -2.692 6.050 -2.911 0.07
Te 1.167 -0.798 -3.371 0.83
C 0.079 -2.522 -3.886 -1.04
C -0.947 -2.621 -4.782 -0.27
C -1.483 -3.937 -4.884 -0.21
C -0.857 -4.818 -4.058 -0.44
S 0.389 -4.050 -3.165 0.90
H -1.313 -1.775 -5.348 0.09
H -2.298 -4.209 -5.540 0.10
H -1.063 -5.869 -3.929 0.06
```

(4)
Entry from OMol25: a structure of composition C33H42DyN10S5 (the ωB97M-V functional and the def2-TZVPD basis).

Output
Energy relative to the best compared isomer or geometry (same formula, charge and spin) ... 26.6 kcal per mole
Frontier orbital gap (alpha / beta) ... 6.16 / 6.16 eV
E_HOMO (alpha / beta) ... -8.45 / -8.45 eV
E_LUMO (alpha / beta) ... -2.29 / -2.29 eV
2S+1 ... 6
Net charge ... +1

The geometry in XYZ format:
```
91
Properties=species:S:1:pos:R:3:mulliken_spin:R:1
Dy -0.186 0.236 0.108 4.95
C 1.673 -0.173 -2.951 0.01
N 1.943 -0.463 -1.536 -0.01
C 3.186 0.227 -1.161 0.00
C 3.316 0.695 0.266 0.00
C 4.590 0.815 0.805 0.00
C 4.764 1.491 2.001 0.00
C 3.651 2.057 2.602 0.00
C 2.414 1.861 2.016 0.00
N 2.231 1.162 0.891 0.01
C 2.103 -1.915 -1.360 0.01
C 2.263 -2.305 0.081 -0.01
C 3.193 -3.268 0.447 0.00
C 3.301 -3.638 1.776 0.00
C 2.476 -3.022 2.703 0.00
C 1.576 -2.072 2.256 0.00
N 1.460 -1.714 0.974 0.01
C 0.287 -0.515 -3.428 0.00
C -0.086 -0.108 -4.707 0.00
C -1.314 -0.489 -5.205 0.00
C -2.121 -1.302 -4.417 0.00
C -1.678 -1.636 -3.155 0.00
N -0.514 -1.225 -2.637 0.00
H 2.396 -0.695 -3.596 0.00
H 1.801 0.897 -3.106 0.00
H 3.232 1.153 -1.740 0.00
H 4.065 -0.372 -1.429 0.00
H 5.438 0.413 0.267 0.00
H 5.749 1.596 2.435 0.00
H 3.737 2.645 3.504 0.00
H 1.528 2.319 2.439 0.00
H 2.967 -2.283 -1.930 0.00
H 1.206 -2.392 -1.754 0.00
H 3.818 -3.725 -0.308 0.00
H 4.017 -4.389 2.082 0.00
H 2.524 -3.272 3.753 0.00
H 0.902 -1.586 2.948 0.00
H 0.587 0.506 -5.293 0.00
H -1.636 -0.169 -6.187 0.00
H -3.071 -1.672 -4.776 0.00
H -2.278 -2.285 -2.533 0.00
C -3.209 1.766 -1.750 0.00
N -4.004 0.588 -1.503 0.00
C -5.228 0.411 -2.261 0.00
C -5.707 -0.955 -1.800 0.00
N -4.514 -1.537 -1.194 0.00
C -4.670 -2.843 -0.581 0.00
C -3.552 -0.581 -0.979 0.00
N -2.363 -0.723 -0.447 0.00
C -1.954 -2.017 0.081 0.00
C -2.213 -2.117 1.577 0.00
N -1.420 -1.151 2.325 0.01
C -1.824 -0.871 3.532 0.00
N -2.991 -1.260 4.156 0.00
C -3.680 -2.538 4.096 0.00
C -3.150 -0.567 5.433 0.00
C -1.972 0.398 5.478 0.00
N -1.113 -0.104 4.420 0.00
C 0.092 0.635 4.143 -0.01
H -3.867 2.548 -2.126 0.00
H -2.423 1.587 -2.487 0.00
H -2.764 2.123 -0.827 0.00
H -5.023 0.429 -3.338 0.00
H -5.938 1.205 -2.032 0.00
H -6.056 -1.580 -2.622 0.00
H -6.510 -0.873 -1.060 0.00
H -5.723 -3.114 -0.630 0.00
H -4.382 -2.849 0.470 0.00
H -4.108 -3.616 -1.112 0.00
H -0.871 -2.129 -0.083 0.01
H -2.436 -2.858 -0.413 0.00
H -1.950 -3.141 1.873 0.00
H -3.282 -1.953 1.751 0.00
H -3.293 -3.185 3.320 0.00
H -4.748 -2.380 3.928 0.00
H -3.564 -3.063 5.048 0.00
H -3.112 -1.286 6.256 0.00
H -4.114 -0.058 5.471 0.00
H -1.453 0.376 6.437 0.00
H -2.266 1.431 5.267 0.00
H -0.100 1.707 4.159 0.00
H 0.458 0.365 3.161 0.01
H 0.850 0.397 4.894 0.00
S 1.122 7.613 0.642 0.00
C 0.651 6.066 0.418 0.00
S 1.049 5.123 -0.988 0.00
C 0.247 3.636 -0.509 0.00
C -0.379 3.659 0.683 0.00
S -1.279 2.360 1.426 0.01
S -0.293 5.172 1.572 0.00
S 0.351 2.304 -1.623 0.00
```

Among the records above, which one has the lowest 2S+1? C33H41N7PtS2Te

Which of these has the lowest 2S+1? C33H41N7PtS2Te

Which value of 2S+1 does entry 3 give? 1

Look up the 2S+1 of the third one. 1